[1]
Molecular formula: C21H21Cl42N3O2
Method: DFT, wB97M-V/def2-TZVPD

Geometry as ORCA input:
```
! wB97M-V def2-TZVPD RIJCOSX def2/J DEFGRID3
* xyz 0 1
C -7.302 -2.032 0.058
O -6.983 -1.815 1.446
C -6.049 -0.775 1.604
C -6.554 0.640 1.146
C -7.287 1.243 2.345
N -7.917 1.671 3.176
C -5.386 1.599 0.708
C -4.624 2.099 1.930
N -4.016 2.685 2.668
O -4.433 0.944 -0.161
C -4.750 1.253 -1.406
N -5.163 1.412 -2.446
H -6.465 -1.723 -0.607
H -7.621 -3.071 -0.111
H -8.165 -1.363 -0.165
H -5.077 -1.044 1.127
H -5.835 -0.697 2.689
H -7.297 0.632 0.330
H -5.850 2.428 0.147
C -1.577 -0.614 -0.973
Cl -0.056 0.026 -1.616
Cl -1.942 -2.190 -1.679
Cl -1.500 -0.724 0.787
H -2.373 0.069 -1.240
C 0.259 -2.870 -5.247
Cl 0.431 -1.674 -3.960
Cl 1.020 -4.395 -4.783
Cl -1.446 -3.124 -5.634
H 0.757 -2.495 -6.134
C -5.582 -3.323 4.377
Cl -4.075 -2.678 3.712
Cl -5.956 -4.891 3.658
Cl -5.481 -3.452 6.134
H -6.385 -2.636 4.131
C 1.670 -2.481 2.634
Cl 2.455 -3.968 3.174
Cl 1.911 -2.243 0.897
Cl -0.050 -2.505 3.017
H 2.119 -1.645 3.158
C 5.214 -2.051 -0.736
Cl 5.421 -1.139 -2.236
Cl 5.462 -3.776 -1.020
Cl 6.320 -1.465 0.514
H 4.200 -1.906 -0.385
C 6.054 1.875 -4.919
Cl 5.400 2.434 -3.376
Cl 7.638 1.131 -4.689
Cl 4.943 0.743 -5.692
H 6.172 2.735 -5.570
C 1.623 1.392 4.293
Cl 2.431 -0.077 4.860
Cl 1.860 1.587 2.554
Cl -0.097 1.349 4.686
H 2.067 2.242 4.799
C 6.066 2.492 1.140
Cl 5.537 2.035 -0.479
Cl 6.257 4.247 1.262
Cl 4.922 1.908 2.353
H 7.029 2.030 1.327
C -5.785 4.182 5.267
Cl -4.256 4.643 6.022
Cl -7.025 3.884 6.479
Cl -6.324 5.431 4.135
H -5.625 3.262 4.717
C 5.894 0.902 -9.698
Cl 6.086 2.143 -8.456
Cl 6.711 -0.588 -9.217
Cl 4.183 0.600 -10.015
H 6.352 1.262 -10.612
C 6.816 7.078 3.681
Cl 8.322 7.574 4.458
Cl 5.564 6.767 4.890
Cl 6.277 8.305 2.531
H 7.000 6.156 3.139
C -0.396 -7.132 -2.196
Cl -1.275 -8.185 -1.083
Cl -0.455 -7.777 -3.841
Cl -1.046 -5.491 -2.148
H 0.641 -7.095 -1.882
C -1.944 -5.561 -9.160
Cl -1.165 -6.085 -7.664
Cl -1.991 -3.797 -9.255
Cl -1.111 -6.236 -10.565
H -2.963 -5.929 -9.160
C 5.163 5.567 8.314
Cl 5.353 6.786 9.578
Cl 5.980 4.068 8.767
Cl 3.451 5.270 7.988
H 5.623 5.944 7.407
*
```



[2]
Molecular formula: C21H21ClN2O
Method: DFT, wB97M-V/def2-TZVPD

Geometry as ORCA input:
```
! wB97M-V def2-TZVPD RIJCOSX def2/J DEFGRID3
* xyz 0 1
C 5.617 -1.373 -3.240
C 4.592 -0.711 -2.198
C 3.342 -1.684 -2.045
C 3.894 -2.779 -0.926
N 2.479 -0.738 -1.396
C 2.688 -0.212 -0.068
C 1.398 -0.488 -2.134
O 1.143 -1.208 -3.145
C 0.151 -0.043 -1.393
C -0.865 0.621 -2.237
C -1.844 1.101 -1.522
C -2.933 1.548 -2.448
C -4.285 2.161 -2.050
C -4.272 2.174 -0.404
C -3.377 1.546 0.274
C -2.025 1.266 -0.301
C -1.118 0.740 0.389
C -1.135 0.600 2.118
C -1.126 1.940 2.703
C -1.213 1.811 4.006
C -0.836 0.807 4.815
C -0.799 -0.456 4.219
C -0.732 -0.389 2.765
Cl -0.728 -2.296 2.052
N 0.060 0.176 -0.095
H 6.035 -2.325 -3.000
H 6.519 -0.933 -3.569
H 4.900 -1.659 -4.150
H 5.202 -0.518 -1.222
H 4.292 0.178 -2.704
H 3.141 -2.008 -2.888
H 4.682 -3.475 -1.411
H 2.927 -3.101 -0.661
H 4.621 -2.285 -0.043
H 2.314 -0.858 0.994
H 2.157 0.625 0.073
H 3.888 0.082 0.212
H -0.707 0.573 -3.407
H -2.884 1.720 -3.488
H -4.977 2.489 -2.556
H -5.209 2.459 0.035
H -3.467 1.704 1.371
H -1.238 2.854 2.035
H -1.309 2.783 4.706
H -1.112 0.828 5.696
H -0.801 -1.371 4.730
*
```

## Properties
ΔE to the lowest compared entry with this formula, charge and spin (kcal per mole): 307.85
SMILES: CC[C@@H](C)N(C)C(=O)c1cc2ccccc2c(-c2ccccc2Cl)n1



[3]
Molecular formula: C21H21ClN2O2
Method: DFT, wB97M-V/def2-TZVPD

Geometry as ORCA input:
```
! wB97M-V def2-TZVPD RIJCOSX def2/J DEFGRID3
* xyz 0 1
C -3.898 -4.801 0.115
C -2.311 -4.534 0.227
C -2.008 -2.936 0.214
C -0.730 -2.831 0.494
C -0.507 -1.372 0.625
O -0.279 -0.589 1.355
N -0.491 -0.665 -0.873
C -0.226 0.913 -1.033
C -1.396 1.596 -0.589
C -1.158 2.947 -0.927
C -2.199 3.984 -0.760
C -3.404 3.376 -0.244
Cl -4.627 4.511 0.074
C -3.486 2.099 0.201
C -2.510 1.052 -0.136
C 1.024 1.220 -0.478
C 1.115 1.843 0.736
C 2.312 2.221 1.553
C 3.672 1.891 0.800
C 4.799 2.017 1.491
C 5.998 1.474 0.816
C 5.753 0.880 -0.308
N 4.660 0.607 -1.099
C 3.572 1.132 -0.307
C 2.335 0.529 -1.064
O 2.345 -0.191 -2.102
H -4.637 -4.289 0.759
H -4.135 -4.453 -0.928
H -4.059 -5.981 0.070
H -2.235 -5.005 1.206
H -1.943 -5.142 -0.543
H -2.674 -2.585 1.021
H -2.476 -2.765 -0.856
H -0.012 -3.294 -0.190
H -0.494 -3.077 1.642
H -0.472 -1.347 -1.583
H -0.112 0.910 -2.038
H -0.301 3.392 -1.439
H -2.109 4.942 -0.673
H -4.383 1.904 0.679
H -2.638 0.069 0.131
H 0.106 2.228 1.432
H 2.342 2.839 2.420
H 4.837 2.681 2.506
H 6.945 2.009 0.912
H 6.780 0.580 -0.977
H 3.314 0.011 -2.332
*
```

## Properties
ΔE to the lowest compared entry with this formula, charge and spin (kcal per mole): 310.42
SMILES: CCCCC(=O)N[C@@H](c1ccc(Cl)cc1)c1ccc2cccnc2c1O



[4]
Molecular formula: C21H21ClN4O4
Method: DFT, wB97M-V/def2-TZVPD

Geometry as ORCA input:
```
! wB97M-V def2-TZVPD RIJCOSX def2/J DEFGRID3
* xyz 0 1
C -1.609 -3.342 -0.109
O -2.787 -2.911 0.540
C -3.383 -1.731 0.211
C -4.747 -1.670 0.511
C -5.499 -0.545 0.251
C -4.886 0.557 -0.326
Cl -5.809 1.977 -0.667
C -3.536 0.533 -0.616
C -2.769 -0.597 -0.338
N -1.384 -0.548 -0.642
C -1.025 -0.401 -2.041
C -0.419 -0.391 0.292
O 0.762 -0.333 -0.008
C -0.867 -0.232 1.735
C -1.220 1.249 1.968
N -0.154 2.113 1.516
C -0.115 2.571 0.255
O -1.041 2.530 -0.531
C 1.246 3.173 -0.126
N 2.169 2.096 -0.429
C 2.289 1.629 -1.701
N 3.031 0.663 -2.079
C 3.763 0.010 -1.121
C 4.591 -1.054 -1.496
C 5.325 -1.722 -0.544
C 5.255 -1.351 0.799
C 4.444 -0.310 1.187
C 3.695 0.383 0.233
C 2.809 1.462 0.630
O 2.616 1.834 1.780
H -0.713 -2.867 0.297
H -1.656 -3.169 -1.186
H -1.557 -4.414 0.079
H -5.198 -2.545 0.951
H -6.550 -0.523 0.486
H -3.044 1.402 -1.025
H -1.158 0.635 -2.360
H -1.650 -1.051 -2.651
H 0.024 -0.672 -2.153
H -0.022 -0.504 2.370
H -1.724 -0.857 1.979
H -1.391 1.426 3.032
H -2.120 1.513 1.408
H 0.736 2.049 2.008
H 1.127 3.806 -1.007
H 1.651 3.751 0.709
H 1.699 2.143 -2.449
H 4.631 -1.330 -2.538
H 5.963 -2.543 -0.836
H 5.838 -1.887 1.534
H 4.368 -0.006 2.220
*
```

## Properties
ΔE to the lowest compared entry with this formula, charge and spin (kcal per mole): 0.00
SMILES: COc1ccc(Cl)cc1N(C)C(=O)CCNC(=O)Cn1cnc2ccccc2c1=O



Number 1: electronic energy -556619.91731 eV, highest occupied orbital energy -10.85 eV. Number 2: electronic energy -39654.11203 eV, highest occupied orbital energy -8.45 eV. Number 3: electronic energy -41703.67360 eV, highest occupied orbital energy -7.17 eV. Number 4: electronic energy -48792.56718 eV, highest occupied orbital energy -8.65 eV.